# 1
Entry from the OMol25 dataset: a 2-piece molecular cluster, C4H14N overall in a non-equilibrium geometry (ωB97M-V with the def2-TZVPD basis set).

Results
HOMO energy	-15.089	eV
energy relative to the best compared isomer or geometry (same formula, charge and spin)	1.426	eV
charge	+1
lowest unoccupied orbital energy	-0.1394	Eh
maximum force	0.0573	Eh/bohr
spin multiplicity	1

Cartesian coordinates (Å):
N1 0.55357 -1.24439 -1.19095
C1 1.14866 0.75768 1.30351
C2 -0.15558 -1.02066 -2.53359
C3 -1.45775 0.63262 1.80818
C4 -0.36896 1.20167 0.84515
H1 1.17742 -0.33137 1.61711
H2 -0.59233 0.04194 -2.43792
H3 1.53543 1.42829 2.10219
H4 -0.11848 -1.48951 -0.42229
H5 1.12777 -2.04232 -1.14611
H6 -0.39890 0.79817 -0.20659
H7 -2.46477 0.99696 1.43330
H8 -1.51952 -0.47423 1.59577
H9 0.64249 -0.98895 -3.32990
H10 1.10519 -0.38837 -0.92454
H11 -0.28806 2.29893 0.76667
H12 -1.06035 0.79623 2.84817
H13 1.95588 0.88244 0.49803
H14 -0.82170 -1.85513 -2.62620

Atomic partial charges in e from the Mulliken method, atoms 1 to 8: number 1, N, carries -0.28; number 2, C, carries -1.26; number 3, C, carries -0.63; number 4, C, carries -0.85; number 5, C, carries 0.20; number 6, H, carries 0.29; number 7, H, carries 0.26; number 8, H, carries 0.37

# 2
Entry from the OMol25 dataset: C48H54BClN9NaO7Si as an isolated structure (ωB97M-V with the def2-TZVPD basis set).

Results
HOMO energy	-3.684	eV
charge	-2
lowest unoccupied orbital energy	0.1369	Eh
maximum force	0.0132	Eh/bohr
spin multiplicity	1

Cartesian coordinates (Å):
Cl1 -1.97836 -2.85984 -1.97162
Si1 3.27739 1.23653 2.93245
Na1 -0.54938 -0.35291 -0.38020
O1 1.52139 -3.23285 0.84944
O2 -1.08182 -1.71063 -1.91574
O3 -3.65495 1.83812 0.39749
O4 -2.12559 -3.26128 -3.33960
O5 -1.38902 -3.93130 -1.20767
O6 -3.24343 -2.48992 -1.41151
O7 -1.97911 -5.94650 3.32470
N1 -0.93095 -4.41294 1.98965
N2 1.21392 1.14361 -1.79311
N3 0.00075 -6.49314 2.40904
N4 -0.84410 2.81925 1.25006
N5 1.04825 2.44697 -1.49854
N6 -2.32825 -1.09431 1.56574
N7 -2.52200 2.60823 -2.31854
N8 -0.64649 3.60093 0.17363
N9 -1.30968 3.18750 -2.30511
C1 -3.29003 -3.66551 2.06492
C2 -1.12572 3.91117 -3.43330
C3 0.71293 -6.07547 0.09585
C4 3.90358 -2.95726 -2.96637
C5 3.83583 -7.19203 -1.76539
C6 -0.94272 1.64325 3.79477
C7 3.19363 2.17328 -1.94100
C8 3.01399 -7.53710 0.59130
C9 2.23495 3.08388 -1.54442
C10 -1.55949 3.77899 4.71125
C11 -1.53622 1.83403 6.12021
C12 1.24148 -0.23631 1.22951
C13 -2.27385 3.80597 -4.19350
C14 -6.46490 2.52595 -5.10459
C15 -6.20344 0.82854 -3.43411
C16 2.98450 -0.38199 -2.40341
C17 -3.11756 2.96659 -3.44393
C18 -6.96497 1.42236 -4.43094
C19 2.55845 -2.64535 -3.11786
C20 -4.95657 1.33155 -3.10759
C21 4.78708 -1.98279 -2.52674
C22 -4.44834 2.44438 -3.77621
C23 -0.59530 6.04074 -0.43147
C24 1.66139 -6.26207 -0.89347
C25 -3.63592 -1.32577 1.64603
C26 2.41063 2.62404 3.86265
C27 -1.51114 -2.12005 1.73320
C28 4.32911 -0.70640 -2.24201
C29 2.11606 0.26427 1.94047
C30 2.42144 4.50826 -1.14416
C31 2.10233 -1.36646 -2.84688
C32 -4.14561 -2.58506 1.91383
C33 -0.83044 4.96128 1.90104
C34 -0.64909 4.90103 0.53301
C35 2.82392 -6.99587 -0.67250
C36 -0.94172 3.61177 2.29911
C37 4.57826 2.01658 1.80485
C38 -1.15416 3.01229 3.62275
C39 -5.21590 3.03068 -4.78001
C40 -1.92866 -3.42961 1.95521
C41 4.17952 0.15727 4.19250
C42 2.08768 -7.34003 1.60145
C43 -1.14032 1.06279 5.03469
C44 0.15114 4.58225 -3.81401
C45 -1.05368 -5.61142 2.59791
C46 -1.74352 3.19513 5.95501
C47 0.92778 -6.60843 1.36547
C48 2.49019 0.96136 -2.08184
B1 -0.42080 2.77125 -1.10022
H1 3.43026 -7.78792 -2.58527
H2 -0.18392 -5.51541 -0.13185
H3 1.98977 3.34633 3.16367
H4 5.02192 1.26134 1.15770
H5 -5.21662 -2.72757 1.97491
H6 -1.73735 4.83847 4.57929
H7 -7.93781 1.02184 -4.68607
H8 -0.97782 -0.00087 5.15115
H9 0.41165 6.45080 -0.54906
H10 -0.96865 5.74096 -1.41238
H11 1.54343 5.11094 -1.37225
H12 3.91178 -8.10881 0.79979
H13 -7.04881 2.99696 -5.88628
H14 -4.83219 3.89648 -5.30398
H15 3.27269 4.93870 -1.67507
H16 1.55164 -3.17980 -0.11169
H17 -2.05779 3.80314 6.79514
H18 -1.23885 6.84351 -0.06940
H19 0.06615 4.93923 -4.84114
H20 0.98907 3.88777 -3.76187
H21 -0.60900 1.04899 2.95269
H22 1.52771 -2.28192 1.11948
H23 4.24458 2.36669 -2.07392
H24 3.11033 3.14715 4.52211
H25 1.47710 -5.82414 -1.86701
H26 5.83369 -2.22220 -2.38640
H27 -6.56886 -0.04505 -2.91378
H28 -2.82390 1.86878 0.89276
H29 -4.36138 0.84414 -2.34905
H30 -1.68419 1.37443 7.08948
H31 -3.66355 -4.66117 2.25120
H32 4.26058 -3.95504 -3.18466
H33 -0.06413 -7.27085 3.05028
H34 -0.45691 -1.89765 1.67439
H35 2.61286 4.59194 -0.07154
H36 -3.35419 1.88548 -0.52431
H37 -0.89651 5.85348 2.50010
H38 5.37504 2.49831 2.37818
H39 0.38902 5.44442 -3.18821
H40 4.72353 -7.70093 -1.38955
H41 5.01459 0.04331 -1.86577
H42 2.26721 -7.74430 2.59034
H43 1.85321 -3.39518 -3.45080
H44 1.59032 2.24272 4.46574
H45 4.68869 -0.66700 3.69432
H46 1.05530 -1.13205 -2.96524
H47 -4.27563 -0.47078 1.47162
H48 4.11376 2.76371 1.16189
H49 3.47126 -0.27196 4.90043
H50 4.91907 0.73403 4.75300
H51 -2.43297 4.22940 -5.17011
H52 -0.81137 1.70336 -0.80700
H53 -0.03929 -4.14174 1.56388
H54 4.15106 -6.23594 -2.18159

Atomic partial charges in e from the Mulliken method, atoms 1 to 8: number 1, Cl, carries 1.67; number 2, Si, carries -0.23; number 3, Na, carries 0.73; number 4, O, carries -0.74; number 5, O, carries -0.78; number 6, O, carries -0.73; number 7, O, carries -0.76; number 8, O, carries -0.67

# 3
Entry from the OMol25 dataset: a 2-piece molecular cluster, C3H10N2O overall (ωB97M-V with the def2-TZVPD basis set).

Results
HOMO energy	-9.122	eV
energy relative to the best compared isomer or geometry (same formula, charge and spin)	3.264	eV
SMILES	[H]/N=C\C.CON
charge	0
lowest unoccupied orbital energy	0.0380	Eh
maximum force	0.0157	Eh/bohr
spin multiplicity	1

Cartesian coordinates (Å):
O1 2.08358 -0.66700 0.32936
N1 1.30905 0.29646 1.05347
N2 -1.15750 0.21660 -1.41976
C1 -1.54576 -0.37096 -0.38073
C2 2.08673 -0.37902 -1.04972
C3 -2.22102 0.21097 0.81678
H1 1.95077 1.03982 1.34051
H2 -1.34782 1.21638 -1.43506
H3 1.01949 -0.20344 1.89530
H4 -1.35109 -1.43964 -0.33726
H5 -1.53567 0.15138 1.66331
H6 -3.11329 -0.36181 1.06614
H7 2.61713 0.55902 -1.24724
H8 1.06694 -0.31268 -1.44442
H9 -2.48332 1.25452 0.65446
H10 2.62183 -1.21060 -1.50513

Atomic partial charges in e from the Mulliken method, atoms 1 to 8: number 1, O, carries -0.25; number 2, N, carries -0.44; number 3, N, carries -0.67; number 4, C, carries 0.24; number 5, C, carries -0.38; number 6, C, carries -0.95; number 7, H, carries 0.22; number 8, H, carries 0.18

Q: Which of these has the lowest HOMO energy?
A: C4H14N

Q: The lowest maximum force belongs to which entry?
A: C48H54BClN9NaO7Si

Q: Which value of spin multiplicity does entry 2 give?
A: 1

Q: Among the records above, which one has the lowest charge?
A: C48H54BClN9NaO7Si